Entry 1:
Formula: C4H6OS
Source: OMol25
Level of theory: ωB97M-V with the def2-TZVPD basis set

Results
Electronic energy ... -17122.475 eV
Energy above the lowest of the compared OMol25 structures with the same formula, charge and spin ... 545.6 kJ/mol
HOMO (spin up / spin down) ... -8.846 / -6.951 eV
LUMO level (spin up / spin down) ... 0.711 / -0.408 eV

The geometry in ORCA input format:
```
! wB97M-V def2-TZVPD RIJCOSX def2/J DEFGRID3
* xyz 0 1
C -1.531 0.425 -0.231
C -1.675 1.176 0.786
C -0.424 -0.735 -0.575
C 1.513 -0.446 0.770
O 0.427 -1.110 0.419
S 2.464 0.567 -0.272
H -2.167 0.458 -1.101
H -1.163 1.283 1.719
H -1.026 -1.611 -0.819
H 0.087 -0.363 -1.470
H 2.041 -0.894 1.593
H 1.455 1.250 -0.820
*
```



Entry 2:
Formula: C17H34N2O6
Source: OMol25
Level of theory: ωB97M-V with the def2-TZVPD basis set

Results
Electronic energy ... -33444.842 eV
Energy above the lowest of the compared OMol25 structures with the same formula, charge and spin ... 18.3 kJ/mol
HOMO ... -8.426 eV
LUMO level ... 0.800 eV

The geometry in ORCA input format:
```
! wB97M-V def2-TZVPD RIJCOSX def2/J DEFGRID3
* xyz 0 1
C 0.758 -2.759 1.958
H -0.322 -2.669 1.886
H 1.004 -3.428 2.777
H 1.180 -1.778 2.165
C 1.328 -3.319 0.655
C 0.736 -4.695 0.350
H 1.116 -5.064 -0.601
H -0.348 -4.631 0.296
H 1.010 -5.394 1.135
C 2.854 -3.395 0.728
H 3.270 -2.405 0.895
H 3.154 -4.048 1.541
H 3.255 -3.783 -0.205
O 1.080 -2.419 -0.453
C -0.179 -2.134 -0.832
O -1.183 -2.472 -0.245
N -0.213 -1.392 -1.970
C 0.929 -1.200 -2.842
H 1.786 -1.716 -2.409
H 0.702 -1.664 -3.809
C 1.301 0.280 -3.068
O 2.442 0.698 -2.350
C 2.298 0.775 -0.948
C 1.372 1.924 -0.515
O 1.440 2.219 0.861
C 0.935 1.200 1.701
C 0.635 1.781 3.097
N -0.733 2.151 3.377
H -1.361 1.397 3.114
C -1.229 3.386 2.818
C -1.531 3.367 1.307
O -2.328 2.225 1.032
C -3.174 2.325 -0.077
C -2.471 2.324 -1.448
O -1.645 1.215 -1.705
C -2.291 -0.043 -1.649
C -1.527 -1.066 -2.494
H -1.399 -0.676 -3.504
H -2.137 -1.977 -2.524
H -2.349 -0.402 -0.616
H -3.308 0.043 -2.056
H -3.255 2.399 -2.219
H -1.810 3.191 -1.530
H -3.842 1.463 -0.003
H -3.780 3.244 -0.023
H -2.076 4.283 1.037
H -0.597 3.335 0.738
H -2.157 3.616 3.351
H -0.504 4.178 3.018
H 0.913 1.033 3.848
H 1.268 2.660 3.237
H 0.018 0.771 1.271
H 1.682 0.399 1.791
H 1.685 2.840 -1.026
H 0.338 1.683 -0.794
H 3.307 0.963 -0.569
H 1.937 -0.178 -0.545
H 0.435 0.911 -2.844
H 1.585 0.428 -4.113
*
```



Entry 3:
Formula: C40H30GeN6O2PdS2
Source: OMol25
Level of theory: ωB97M-V with the def2-TZVPD basis set

Results
Electronic energy ... -136670.764 eV
HOMO ... -7.400 eV
LUMO level ... -0.777 eV

The geometry in ORCA input format:
```
! wB97M-V def2-TZVPD RIJCOSX def2/J DEFGRID3
* xyz 0 1
Pd 0.512 0.609 0.207
S 6.535 0.263 5.012
N 6.392 0.363 3.407
C 5.096 0.435 3.146
C 4.511 0.514 1.817
C 5.310 0.512 0.675
C 4.702 0.541 -0.556
C 3.315 0.539 -0.605
N 2.540 0.550 0.478
C 3.118 0.557 1.700
C 2.266 0.588 2.918
N 0.948 0.717 2.759
C 0.157 0.712 3.816
C 0.642 0.591 5.119
C 2.001 0.487 5.306
C 2.840 0.487 4.191
C 4.284 0.402 4.303
N 4.975 0.306 5.428
H 6.385 0.475 0.782
H 5.268 0.522 -1.476
H 2.795 0.510 -1.552
H -0.906 0.799 3.613
H -0.044 0.586 5.954
H 2.437 0.401 6.293
C -7.204 -1.578 -2.648
C -6.052 -1.201 -1.758
C -4.746 -1.203 -2.238
C -3.684 -0.842 -1.424
C -3.930 -0.469 -0.114
C -5.222 -0.464 0.392
C -6.274 -0.828 -0.434
S -2.571 -0.086 0.956
O -1.884 -1.327 1.199
O -3.122 0.607 2.098
N -1.565 0.865 0.109
C -1.955 2.208 -0.040
C -3.252 2.674 -0.059
C -3.550 4.041 -0.221
C -2.568 4.979 -0.356
C -1.221 4.555 -0.320
C -0.141 5.462 -0.414
C 1.144 5.010 -0.346
C 1.353 3.627 -0.186
N 0.375 2.763 -0.103
C -0.920 3.187 -0.167
H -6.853 -2.047 -3.567
H -7.788 -0.699 -2.925
H -7.878 -2.273 -2.147
H -4.552 -1.499 -3.262
H -2.671 -0.851 -1.802
H -5.394 -0.169 1.418
H -7.284 -0.826 -0.044
H -4.080 1.995 0.059
H -4.591 4.339 -0.234
H -2.796 6.030 -0.475
H -0.354 6.518 -0.533
H 1.990 5.679 -0.410
H 2.360 3.225 -0.136
Ge 0.590 -1.759 -0.095
C -0.440 -2.224 -1.698
C -1.227 -3.372 -1.753
C -1.926 -3.709 -2.904
C -1.839 -2.905 -4.032
C -1.056 -1.760 -3.998
C -0.372 -1.423 -2.837
C 2.437 -2.342 -0.563
C 2.896 -2.411 -1.879
C 4.207 -2.769 -2.170
C 5.091 -3.071 -1.144
C 4.649 -3.029 0.172
C 3.338 -2.670 0.451
H 0.262 -2.724 1.060
H -1.314 -4.007 -0.878
H -2.541 -4.601 -2.919
H -2.382 -3.167 -4.932
H -0.987 -1.122 -4.871
H 0.212 -0.504 -2.811
H 2.216 -2.189 -2.695
H 4.537 -2.821 -3.201
H 6.112 -3.354 -1.368
H 5.327 -3.282 0.979
H 3.009 -2.657 1.487
*
```



Entry 4:
Formula: C4H20BClCrO4
Source: OMol25
Level of theory: ωB97M-V with the def2-TZVPD basis set

Results
Electronic energy ... -54278.577 eV
Energy above the lowest of the compared OMol25 structures with the same formula, charge and spin ... 269.1 kJ/mol
HOMO (spin up / spin down) ... -6.953 / -7.991 eV
LUMO level (spin up / spin down) ... -0.561 / -0.583 eV
⟨S²⟩ ... 6.01

The geometry in ORCA input format:
```
! wB97M-V def2-TZVPD RIJCOSX def2/J DEFGRID3
* xyz 0 5
Cr 23.478 9.188 -9.546
Cl 21.402 8.244 -8.603
B 22.924 11.367 -8.375
H 22.609 10.995 -7.412
H 23.812 10.833 -8.678
H 22.125 11.280 -9.094
H 23.190 12.389 -8.154
C 23.177 6.969 -11.810
O 23.921 7.521 -10.764
H 23.464 7.435 -12.752
H 23.345 5.896 -11.720
H 22.097 7.031 -11.676
H 24.778 7.090 -10.743
C 22.768 11.097 -11.834
O 22.349 9.967 -11.161
H 23.197 11.905 -11.241
H 23.481 10.766 -12.590
H 22.002 11.556 -12.459
H 21.484 9.731 -11.504
C 25.535 8.863 -7.387
O 24.997 8.108 -8.372
H 26.612 8.758 -7.254
H 25.416 9.946 -7.424
H 25.131 8.526 -6.432
H 25.341 7.212 -8.381
C 25.918 11.265 -10.208
O 25.290 10.100 -10.674
H 25.810 11.885 -11.098
H 25.547 11.719 -9.289
H 26.967 11.100 -9.961
H 25.740 9.993 -11.515
*
```



- The lowest electronic energy belongs to which entry?
  C40H30GeN6O2PdS2



- The lowest electronic energy belongs to which entry?
  C40H30GeN6O2PdS2